# C3H7NO2

A structure of composition C3H7NO2 at a distorted geometry (ωB97M-V/def2-TZVPD, OMol25).

The value obtained for the energy relative to the best compared isomer or geometry (same formula, charge and spin) is 151.7 kcal/mol. Its lowest unoccupied orbital energy is -2.927 eV. The charge is 0. As for the HOMO energy: -0.3643 hartree. The HOMO-LUMO gap comes out at 6.987 eV.

Each line ends with the Mulliken charge.
Atoms and positions in Å:
C 0.394 0.918 -0.091  -0.87
N 1.124 0.447 1.203  -0.58
H -0.444 1.549 0.281  0.35
H 1.114 1.534 -0.617  0.41
H 1.775 1.108 1.628  0.24
H 1.612 -0.385 0.945  0.26
O 0.951 -1.135 -0.939  -0.58
C -0.060 -0.347 -0.801  1.26
O -0.538 0.621 -1.702  -0.35
C -1.280 -0.982 -0.106  -1.08
H -0.971 -1.644 0.713  0.32
H -1.837 -0.187 0.383  0.30
H -1.841 -1.496 -0.896  0.32

Forces on atoms 1 to 3 (eV/Å):
1.63 5.35 4.05
-1.38 -0.52 -0.59
0.70 -0.64 -0.51